DFT (ωB97M-V with the def2-TZVPD basis set) results for C39H104O13 as an isolated structure in a non-equilibrium geometry.

Results
energy relative to the best compared isomer or geometry (same formula, charge and spin)	5383.1	kJ/mol
frontier orbital gap	8.1298	eV
total energy	-2524.39853	hartree
highest occupied orbital energy	-0.2955	hartree

```
! RIJCOSX wB97M-V def2-TZVPD def2/J DEFGRID3
* xyz 0 1
C -2.154 1.638 -3.883
C -2.294 2.042 -2.346
C -1.194 1.586 -1.404
O -2.385 3.374 -2.050
H -3.059 1.886 -4.439
H -1.977 0.578 -4.063
H -1.318 2.175 -4.330
H -3.294 1.714 -2.062
H -0.237 2.040 -1.660
H -1.120 0.498 -1.426
H -1.412 1.766 -0.351
H -1.778 3.887 -2.589
C -5.178 -1.485 -0.188
C -3.807 -1.091 0.324
C -2.617 -1.134 -0.673
O -3.838 0.221 0.669
H -5.383 -0.954 -1.118
H -5.981 -1.363 0.539
H -5.074 -2.559 -0.343
H -3.577 -1.778 1.139
H -3.042 -0.516 -1.463
H -2.416 -2.124 -1.083
H -1.734 -0.665 -0.237
H -4.475 0.552 0.032
C 0.694 0.887 0.280
C 0.576 -0.561 0.321
C -0.098 -1.253 -0.890
O 1.863 -1.141 0.355
H 1.260 1.318 1.105
H -0.250 1.430 0.232
H 1.249 1.173 -0.613
H -0.002 -0.788 1.217
H -1.133 -0.995 -1.119
H -0.184 -2.325 -0.712
H 0.568 -1.136 -1.744
H 1.775 -2.062 0.097
C 1.455 2.915 -2.322
C 1.421 4.341 -1.590
C 2.240 5.457 -2.386
O 0.169 4.890 -1.460
H 2.516 2.742 -2.503
H 0.907 3.023 -3.258
H 1.042 2.179 -1.632
H 1.839 4.257 -0.587
H 1.759 5.500 -3.363
H 3.327 5.411 -2.310
H 2.030 6.372 -1.832
H -0.244 4.448 -0.715
C 1.242 -3.420 0.975
C 1.545 -4.659 0.051
C 2.139 -5.815 0.922
O 0.337 -5.208 -0.529
H 2.209 -3.063 1.328
H 0.663 -3.576 1.885
H 0.724 -2.629 0.432
H 2.347 -4.451 -0.658
H 2.970 -5.397 1.490
H 2.426 -6.607 0.231
H 1.461 -6.273 1.642
H -0.391 -4.659 -0.232
C -2.238 -5.352 0.308
C -1.924 -3.885 0.095
C -2.021 -3.264 1.557
O -0.688 -3.574 -0.407
H -2.098 -6.117 -0.455
H -3.237 -5.546 0.697
H -1.617 -5.887 1.026
H -2.626 -3.325 -0.523
H -3.068 -3.305 1.858
H -1.733 -2.213 1.558
H -1.408 -3.838 2.252
H -0.871 -3.551 -1.349
C -0.729 -2.498 5.141
C -0.556 -1.583 3.937
C 0.778 -1.751 3.277
O -1.633 -1.652 3.148
H -0.371 -1.876 5.962
H -0.145 -3.413 5.042
H -1.723 -2.820 5.452
H -0.572 -0.609 4.428
H 0.833 -1.027 2.464
H 0.825 -2.784 2.932
H 1.640 -1.580 3.921
H -1.416 -1.600 2.214
C -0.703 -3.341 -4.083
C -0.913 -2.698 -2.752
C -1.675 -1.337 -2.865
O -1.633 -3.664 -2.091
H -0.538 -4.418 -4.061
H 0.181 -2.797 -4.416
H -1.557 -3.054 -4.696
H 0.061 -2.569 -2.280
H -2.752 -1.503 -2.899
H -1.308 -0.790 -3.733
H -1.384 -0.745 -1.998
H -2.270 -4.047 -2.698
C 1.515 0.630 -2.601
C 2.005 0.161 -4.073
C 3.463 0.752 -4.347
O 2.299 -1.228 -4.027
H 0.428 0.659 -2.666
H 1.897 1.620 -2.351
H 1.702 -0.172 -1.887
H 1.326 0.614 -4.796
H 4.278 0.294 -3.786
H 3.330 1.809 -4.119
H 3.860 0.716 -5.362
H 3.076 -1.448 -3.507
C 0.783 5.406 0.799
C 1.103 4.130 1.579
C 0.149 2.932 1.283
O 2.333 3.839 0.961
H 1.635 6.058 0.603
H 0.163 6.187 1.237
H 0.226 5.161 -0.105
H 1.202 4.289 2.653
H 0.640 2.050 1.693
H -0.030 2.665 0.241
H -0.832 3.126 1.715
H 3.074 4.150 1.486
C -1.942 1.457 1.249
C -2.913 1.493 2.453
C -4.181 2.203 2.253
O -3.178 0.164 2.857
H -2.489 1.390 0.309
H -1.158 0.701 1.255
H -1.433 2.413 1.125
H -2.405 2.043 3.245
H -4.555 1.738 1.341
H -3.973 3.248 2.024
H -4.863 2.179 3.103
H -3.473 -0.203 2.020
C 2.166 1.666 2.504
C 1.461 2.271 3.748
C 1.252 1.222 4.922
O 2.370 3.216 4.355
H 1.331 1.125 2.059
H 2.915 1.034 2.983
H 2.668 2.307 1.779
H 0.576 2.819 3.426
H 2.091 0.571 5.164
H 0.513 0.475 4.631
H 0.965 1.735 5.840
H 2.150 3.236 5.289
C 4.914 0.316 -0.102
C 3.472 0.461 -0.271
C 3.030 1.740 -1.009
O 3.100 -0.752 -0.932
H 5.158 -0.408 0.676
H 5.267 1.219 0.395
H 5.512 0.233 -1.010
H 3.012 0.622 0.704
H 3.275 2.595 -0.378
H 1.950 1.715 -1.155
H 3.525 1.751 -1.980
H 2.249 -0.999 -0.560
*
```

Atomic partial charges in e from the Mulliken method, atoms 1 to 5: C -1.38; C -0.59; C 0.64; O -0.63; H 0.45